# 1
This record from the OMol25 dataset describes C5H8N2O in the gas phase. The level of theory is ωB97M-V/def2-TZVPD.

The geometry in XYZ format:
```
16
C5H8N2O, DFT ωB97M-V/def2-TZVPD
C 2.037 0.082 1.022
C 1.658 0.449 -0.515
C 0.118 -0.242 -0.645
C -1.087 0.579 -0.197
C -3.479 0.038 0.145
H 3.223 -0.103 1.271
H 1.435 0.598 1.797
H 1.556 -1.093 1.020
H 1.778 1.413 -0.792
H 2.533 -0.057 -0.940
H 0.264 -1.286 -0.153
H -0.168 -0.710 -1.703
H -2.008 -1.282 -0.493
N -2.185 -0.376 -0.162
N -4.551 0.260 0.449
O -1.123 1.729 -0.103
```

## Properties
Highest occupied orbital energy   -10.72 eV
Kohn-Sham gap   11.10 eV
Multiplicity   1
SMILES   CCCC(=O)NC#N

Mulliken population analysis, charges in e, atoms 1 to 4:
1. C -0.8496
2. C -0.5066
3. C -0.8147
4. C 0.5879


# 2
This record from the OMol25 dataset describes a molecular structure, C24H36As2F12MnO18. The level of theory is ωB97M-V/def2-TZVPD.

The geometry in XYZ format:
```
93
C24H36As2F12MnO18, DFT ωB97M-V/def2-TZVPD
Mn -0.341 0.798 0.385
As 3.651 0.557 5.207
F 2.222 0.461 6.353
F 3.578 -1.207 5.007
F 5.020 0.748 4.053
F 3.601 2.373 5.271
F 4.776 0.416 6.594
F 2.423 0.665 3.866
As -2.038 5.339 -3.160
F -1.759 3.880 -2.093
F -3.470 5.832 -2.181
F -2.365 6.692 -4.248
F -0.646 4.902 -4.220
F -3.082 4.282 -4.148
F -0.999 6.368 -2.115
C -5.704 -6.270 -3.862
C -5.454 -4.750 -4.034
C -6.596 -3.898 -3.518
O -5.919 -2.835 -2.900
C -4.655 -3.101 -2.696
O -3.838 -2.378 -2.103
O -4.391 -4.253 -3.240
H -4.760 -6.779 -4.059
H -6.430 -6.737 -4.528
H -6.011 -6.446 -2.831
H -5.197 -4.549 -5.074
H -7.274 -4.307 -2.769
H -7.177 -3.552 -4.373
C 7.978 5.499 -2.339
C 6.902 4.560 -2.942
C 7.270 3.099 -2.905
O 6.186 2.495 -2.163
C 5.308 3.433 -1.815
O 4.204 3.200 -1.278
O 5.801 4.656 -2.117
H 8.342 5.168 -1.366
H 7.647 6.526 -2.180
H 8.850 5.641 -2.978
H 6.579 4.826 -3.949
H 8.192 2.835 -2.387
H 7.319 2.877 -3.971
C 0.600 -8.236 -1.604
C 1.159 -7.577 -0.356
C 2.609 -7.280 -0.573
O 2.701 -5.875 -0.350
C 1.525 -5.377 -0.220
O 1.299 -4.170 -0.098
O 0.624 -6.323 -0.131
H -0.415 -8.433 -1.257
H 1.151 -9.128 -1.903
H 0.593 -7.612 -2.497
H 1.087 -8.195 0.539
H 2.951 -7.301 -1.608
H 3.328 -7.730 0.111
C -2.525 9.601 4.547
C -2.674 8.143 5.038
C -4.084 7.523 4.887
O -3.867 6.250 4.374
C -2.670 6.237 3.769
O -2.160 5.248 3.244
O -1.996 7.376 4.026
H -3.099 10.177 5.274
H -3.056 9.780 3.613
H -1.524 10.032 4.561
H -2.145 8.119 5.990
H -4.802 8.144 4.353
H -4.513 7.426 5.884
C -5.389 0.479 8.109
C -4.217 -0.439 7.781
C -4.737 -1.874 7.398
O -4.086 -2.086 6.168
C -3.548 -0.995 5.705
O -3.037 -0.922 4.597
O -3.662 0.017 6.588
H -5.083 1.513 7.954
H -5.633 0.437 9.171
H -6.283 0.388 7.492
H -3.420 -0.434 8.525
H -5.822 -1.968 7.344
H -4.403 -2.574 8.164
C 4.033 -4.579 -6.729
C 4.244 -3.330 -5.900
C 4.565 -2.070 -6.673
O 3.525 -1.210 -6.214
C 2.836 -1.805 -5.245
O 2.055 -1.203 -4.532
O 3.094 -3.033 -5.161
H 3.206 -4.390 -7.413
H 3.735 -5.449 -6.144
H 4.941 -4.802 -7.289
H 5.082 -3.471 -5.217
H 4.546 -2.259 -7.746
H 5.618 -1.822 -6.545
```

## Properties
Highest occupied orbital energy (spin up / spin down)   -10.63 / -10.95 eV
Kohn-Sham gap (spin up / spin down)   2.33 / 4.02 eV
<S²>   8.935
Multiplicity   6

Mulliken population analysis, charges in e, atoms 1 to 4:
1. Mn 1.8053
2. As 2.0085
3. F -0.5119
4. F -0.4714


| no. | molecular weight (g mol⁻¹) |
| --- | --- |
| 1 | 112.13 |
| 2 | 1045.29 |